[1]
{"formula": "C2H3N3O3", "method": "ωB97M-V with the def2-TZVPD basis set", "species": ["N", "C", "N", "O", "H", "H", "H", "O", "O", "N", "C"], "coordinates": [[-1.076, 0.456, 0.252], [0.779, -0.169, 0.206], [2.153, -0.468, 0.215], [0.465, -0.481, -0.989], [2.537, -0.949, -0.631], [-3.051, 0.354, 0.967], [2.712, -0.606, 1.144], [-2.205, 1.118, 0.784], [-1.447, 0.074, -2.006], [0.032, 0.598, 0.966], [-0.898, 0.074, -0.909]], "homo_lumo_gap_ev": 9.0, "homo_ev": -8.84, "lumo_ev": 0.156}

[2]
{"formula": "C2H3N3O3", "method": "ωB97M-V with the def2-TZVPD basis set", "species": ["O", "N", "H", "H", "O", "N", "H", "O", "C", "C", "N"], "coordinates": [[-1.537, -0.111, -1.896], [-0.154, 0.674, -0.312], [1.220, -1.794, 1.026], [-1.713, 1.176, -1.024], [-1.280, 1.271, 0.377], [-0.086, -1.748, -0.685], [1.305, 1.673, 1.465], [1.729, 0.590, 1.169], [-0.602, -0.500, -1.144], [0.597, -1.297, 0.313], [0.522, 0.065, 0.710]], "homo_lumo_gap_ev": 9.1, "homo_ev": -9.72, "lumo_ev": -0.651}

[3]
{"formula": "C2H3N3O3", "method": "ωB97M-V with the def2-TZVPD basis set", "species": ["C", "C", "O", "N", "O", "N", "H", "H", "H", "N", "O"], "coordinates": [[0.666, 0.947, 0.816], [-0.617, -0.873, -0.819], [-1.229, -1.691, -1.518], [0.213, -1.267, 0.173], [1.224, 1.662, 1.523], [1.103, -0.288, 0.496], [0.451, -2.272, -0.009], [1.720, -0.556, 1.268], [-0.821, 2.128, -0.010], [-0.653, 1.133, 0.236], [-0.782, 0.430, -0.951]], "homo_lumo_gap_ev": 10.2, "smiles": "O=C1NNC(=O)ON1", "homo_ev": -9.69, "lumo_ev": 0.548}

[4]
{"formula": "C2H3N3O4", "method": "ωB97M-V with the def2-TZVPD basis set", "species": ["H", "O", "O", "N", "C", "H", "H", "N", "O", "N", "O", "C"], "coordinates": [[-1.015, 0.869, 1.153], [-1.637, -0.001, -0.579], [1.000, 0.976, 1.189], [1.871, -2.392, -1.990], [-0.170, 1.104, 1.833], [0.150, 0.414, 2.632], [-0.267, 2.085, 2.140], [-1.014, -0.730, -1.304], [-1.493, -1.409, -2.181], [0.311, -0.722, -1.164], [1.047, 1.297, -0.033], [1.217, -1.491, -1.698]], "homo_lumo_gap_ev": [5.7, 5.6], "homo_ev": [-10.13, -10.12], "lumo_ev": [-4.478, -4.509]}

Calculated values (Eh) of energy for the records, taken in order: -467.845747 -467.725170 -467.928490 -542.806129.
Calculated values (kJ/mol) of relative energy (zero: lowest compared OMol25 entry of this formula, charge and spin) for the records, taken in order: 311.32 627.89 94.08 947.26.
Calculated values (eV/Å) of strongest force on any atom for the records, taken in order: 11.61 6.09 5.72 5.28.